# 1
One molecule with the formula C4H5N3 in a non-equilibrium geometry. Source: the OMol25 dataset; level of theory: ωB97M-V with the def2-TZVPD basis set.

Geometry (Å):
N (2.726, -0.979, 0.953)
C (1.928, -0.531, 0.246)
C (0.882, 0.040, -0.616)
C (-1.630, -1.346, -0.351)
N (-1.730, -0.197, 0.181)
C (-1.193, 0.947, 0.303)
N (0.164, 1.124, 0.020)
H (1.305, 0.347, -1.576)
H (0.163, -0.763, -0.877)
H (-1.538, -2.133, 0.418)
H (-1.758, 1.825, 0.599)
H (0.680, 1.666, 0.701)

HOMO-LUMO gap ... 8.8 eV
Multiplicity ... 1
Total charge ... 0
DFT total energy ... -8695.803 eV

Results of the Löwdin charge analysis, in e, for atoms 1 through 5:
1. N 0.142
2. C -0.192
3. C -0.198
4. C 0.015
5. N -0.052

---

# 2
A 2-piece molecular cluster, C4H5N3 overall in a non-equilibrium geometry. Source: the OMol25 dataset; level of theory: ωB97M-V with the def2-TZVPD basis set.

Geometry (Å):
N (-2.678, 0.571, 0.873)
C (-3.017, 1.029, 1.898)
C (0.320, 0.642, -0.043)
C (1.704, 0.085, 0.021)
N (1.590, -1.197, -0.649)
C (0.361, -1.274, -0.988)
N (-0.474, -0.174, -0.640)
H (-0.028, 1.582, 0.379)
H (2.448, 0.721, -0.472)
H (2.032, -0.052, 1.060)
H (-0.073, -2.121, -1.510)
H (-2.183, 0.188, 0.070)

HOMO-LUMO gap ... 11.0 eV
Multiplicity ... 1
Total charge ... 0
DFT total energy ... -8697.357 eV

Results of the Löwdin charge analysis, in e, for atoms 1 through 5:
1. N 0.014
2. C -0.102
3. C -0.117
4. C -0.197
5. N 0.059

---

# 3
C4H5N3 as an isolated structure. Source: the OMol25 dataset; level of theory: ωB97M-V with the def2-TZVPD basis set.

Geometry (Å):
N (-1.806, 0.127, 0.088)
C (-0.440, -0.046, -0.081)
C (0.517, 0.991, 0.123)
N (1.597, 0.883, -0.926)
C (1.882, -0.070, -0.094)
N (1.529, -1.376, -0.120)
C (0.198, -1.317, -0.141)
H (-2.170, 0.999, -0.268)
H (-2.374, -0.655, -0.207)
H (0.296, 1.981, 0.525)
H (1.413, 0.396, 1.026)
H (-0.366, -2.247, -0.073)

HOMO-LUMO gap ... 7.9 eV
Multiplicity ... 1
Total charge ... 0
DFT total energy ... -8693.930 eV

Results of the Löwdin charge analysis, in e, for atoms 1 through 5:
1. N 0.100
2. C -0.296
3. C -0.182
4. N 0.106
5. C -0.328

---

# 4
One molecule with the formula C4H5N3 in a non-equilibrium geometry. Source: the OMol25 dataset; level of theory: ωB97M-V with the def2-TZVPD basis set.

Geometry (Å):
H (3.568, -0.237, 0.049)
N (2.573, -0.419, -0.095)
C (1.683, 0.564, -0.030)
C (0.258, 0.194, 0.072)
C (-0.368, -1.041, 0.101)
N (-1.664, -0.915, -0.108)
N (-1.848, 0.394, 0.026)
C (-0.745, 1.025, 0.030)
H (1.952, 1.609, 0.235)
H (-0.072, -2.062, 0.255)
H (-2.824, 0.724, -0.212)
H (-1.017, 2.094, -0.126)

HOMO-LUMO gap ... 10.1 eV
Multiplicity ... 1
Total charge ... 0
Structure (SMILES) ... [H]/N=C/c1cn[nH]c1
DFT total energy ... -8697.108 eV

Results of the Löwdin charge analysis, in e, for atoms 1 through 5:
1. H 0.033
2. N 0.073
3. C -0.158
4. C -0.252
5. C -0.106

---

# 5
A 2-piece molecular cluster, C4H5N3 overall in a non-equilibrium geometry. Source: the OMol25 dataset; level of theory: ωB97M-V with the def2-TZVPD basis set.

Geometry (Å):
N (-2.279, 0.467, 0.100)
C (-1.006, 0.083, 0.066)
C (-0.094, 1.167, -0.054)
N (1.194, 0.877, -0.103)
C (2.309, 0.537, -0.279)
N (1.987, -2.443, -0.097)
C (0.837, -2.349, -0.039)
H (-2.603, 1.430, 0.020)
H (-3.005, -0.225, 0.195)
H (-0.330, 2.234, -0.102)
H (3.199, 0.292, 0.274)
H (-0.209, -2.070, 0.020)

HOMO-LUMO gap (alpha / beta) ... 8.6 / 8.6 eV
Multiplicity ... 1
Total charge ... 0
DFT total energy ... -8694.528 eV

Results of the Löwdin charge analysis, in e, for atoms 1 through 5:
1. N 0.015
2. C -0.170
3. C -0.210
4. N -0.029
5. C 0.123

---

# 6
One molecule with the formula C4H5N3 in a non-equilibrium geometry. Source: the OMol25 dataset; level of theory: ωB97M-V with the def2-TZVPD basis set.

Geometry (Å):
N (-2.636, -1.563, 0.385)
C (-1.785, -0.824, 0.114)
C (-0.559, -0.194, -0.435)
C (-0.030, 1.299, -0.226)
N (1.255, 1.180, 0.457)
C (1.504, -0.059, 0.574)
N (0.598, -0.957, 0.035)
H (-0.686, -0.331, -1.512)
H (0.148, 1.696, -1.231)
H (-0.651, 2.037, 0.293)
H (2.408, -0.456, 1.030)
H (0.433, -1.829, 0.517)

HOMO-LUMO gap ... 10.2 eV
Multiplicity ... 1
Total charge ... 0
Structure (SMILES) ... N#C[C@H]1CN=CN1
DFT total energy ... -8698.242 eV

Results of the Löwdin charge analysis, in e, for atoms 1 through 5:
1. N 0.143
2. C -0.165
3. C -0.264
4. C -0.147
5. N 0.032

---

# 7
One molecule with the formula C4H5N3O in a non-equilibrium geometry. Source: the OMol25 dataset; level of theory: ωB97M-V with the def2-TZVPD basis set.

Geometry (Å):
O (-2.630, -0.753, 0.033)
C (-1.699, 0.142, 0.018)
N (-1.852, 1.481, 0.066)
N (-0.669, 2.052, -0.103)
C (0.251, 1.071, -0.076)
N (-0.337, -0.105, -0.126)
C (0.893, -0.955, -0.047)
C (1.667, 0.463, 0.111)
H (-2.109, -1.640, -0.167)
H (1.171, -1.673, -0.925)
H (1.013, -1.674, 0.836)
H (1.972, 0.710, 1.139)
H (2.330, 0.882, -0.760)

HOMO-LUMO gap ... 8.4 eV
Multiplicity ... 1
Total charge ... 0
Structure (SMILES) ... Oc1nnc2n1CC2
DFT total energy ... -10743.357 eV

Results of the Löwdin charge analysis, in e, for atoms 1 through 5:
1. O 0.105
2. C -0.434
3. N 0.045
4. N 0.018
5. C -0.331

---

# 8
C4H5N3O as an isolated structure in a non-equilibrium geometry. Source: the OMol25 dataset; level of theory: ωB97M-V with the def2-TZVPD basis set.

Geometry (Å):
C (0.638, -0.527, -0.176)
C (-1.073, 1.061, -0.511)
C (-0.330, 1.951, 0.573)
C (0.784, 1.512, 1.103)
H (-0.008, -3.567, -0.003)
H (-0.459, -2.178, -1.483)
H (-1.845, 1.597, -0.987)
H (-1.341, 2.796, 0.669)
H (1.365, 1.774, 2.043)
N (0.471, -2.790, -0.831)
N (1.161, -1.753, -0.203)
N (-0.509, -0.100, -0.998)
O (1.145, 0.223, 0.803)

HOMO-LUMO gap ... 7.2 eV
Multiplicity ... 1
Total charge ... 0
DFT total energy ... -10740.197 eV

Results of the Löwdin charge analysis, in e, for atoms 1 through 5:
1. C -0.406
2. C -0.049
3. C -0.055
4. C -0.121
5. H 0.155

---

# 9
A 2-piece molecular cluster, C4H5N3O overall in a non-equilibrium geometry. Source: the OMol25 dataset; level of theory: ωB97M-V with the def2-TZVPD basis set.

Geometry (Å):
N (0.087, -1.938, 2.038)
C (0.047, -0.966, 1.441)
C (0.182, 0.278, 0.803)
N (0.499, 0.383, -0.433)
C (0.754, 1.687, -0.663)
C (0.447, 2.373, 0.469)
O (0.144, 1.472, 1.440)
H (0.850, 1.981, -1.658)
H (0.613, 3.334, 0.829)
N (-0.766, -2.313, -1.104)
H (-0.482, -1.365, -0.774)
H (-1.272, -2.796, -0.377)
H (-1.104, -2.129, -2.011)

HOMO-LUMO gap ... 9.3 eV
Multiplicity ... 1
Total charge ... 0
Structure (SMILES) ... N#Cc1ncco1.N
DFT total energy ... -10745.002 eV

Results of the Löwdin charge analysis, in e, for atoms 1 through 5:
1. N 0.210
2. C -0.135
3. C -0.362
4. N 0.125
5. C -0.073

---

# 10
One molecule with the formula C4H5N3O in a non-equilibrium geometry. Source: the OMol25 dataset; level of theory: ωB97M-V with the def2-TZVPD basis set.

Geometry (Å):
H (1.459, -1.319, 1.721)
N (0.547, -1.699, 1.477)
C (-0.104, -0.907, 0.624)
N (-1.502, -1.236, 0.470)
C (-1.921, -0.440, -0.521)
O (-0.961, 0.461, -1.032)
C (0.132, 0.272, -0.090)
C (1.295, 0.760, -0.282)
N (1.910, 2.134, -0.477)
H (-2.763, -0.285, -1.057)
H (1.788, -0.006, 0.485)
H (1.202, 2.962, -0.807)
H (2.904, 2.456, -0.765)

HOMO-LUMO gap ... 8.4 eV
Multiplicity ... 1
Total charge ... 0
Structure (SMILES) ... [H]/N=C1/N=CO/C1=C\N
DFT total energy ... -10742.439 eV

Results of the Löwdin charge analysis, in e, for atoms 1 through 5:
1. H 0.023
2. N 0.138
3. C -0.393
4. N 0.135
5. C -0.075

---

What did the eighth record say?
C4H5N3O as an isolated structure in a non-equilibrium geometry. Source: the OMol25 dataset; level of theory: ωB97M-V with the def2-TZVPD basis set.

Geometry (Å):
C (0.638, -0.527, -0.176)
C (-1.073, 1.061, -0.511)
C (-0.330, 1.951, 0.573)
C (0.784, 1.512, 1.103)
H (-0.008, -3.567, -0.003)
H (-0.459, -2.178, -1.483)
H (-1.845, 1.597, -0.987)
H (-1.341, 2.796, 0.669)
H (1.365, 1.774, 2.043)
N (0.471, -2.790, -0.831)
N (1.161, -1.753, -0.203)
N (-0.509, -0.100, -0.998)
O (1.145, 0.223, 0.803)

HOMO-LUMO gap ... 7.2 eV
Multiplicity ... 1
Total charge ... 0
DFT total energy ... -10740.197 eV

Results of the Löwdin charge analysis, in e, for atoms 1 through 5:
1. C -0.406
2. C -0.049
3. C -0.055
4. C -0.121
5. H 0.155

---

Q: total charge of number 5 (C4H5N3)?
A: 0

---

Q: Which formula does entry 3 have?
A: C4H5N3

---

Q: Among the records above, which one has the lowest DFT total energy?
A: number 9